{
  "formula": "C19H19ClN7O6PPdS2",
  "method": "ωB97M-V with the def2-TZVPD basis set",
  "species": ["Pd", "C", "N", "C", "C", "N", "C", "P", "C", "N", "C", "C", "N", "C", "C", "N", "C", "C", "N", "C", "H", "H", "H", "H", "H", "H", "H", "H", "H", "H", "H", "H", "H", "H", "H", "O", "S", "O", "N", "C", "S", "C", "C", "C", "C", "C", "C", "H", "H", "H", "H", "O", "Cl", "O", "O", "O"],
  "coordinates": [[-0.4787, -0.2764, -0.1003], [3.4173, 2.4186, 2.6906], [2.7758, 1.3052, 1.9884], [3.2723, 0.0356, 1.9038], [2.3745, -0.7016, 1.1890], [1.3391, 0.1203, 0.8495], [1.5988, 1.3333, 1.3383], [0.5642, 2.8023, 1.0596], [-1.0099, 2.0655, 1.6013], [-1.5041, 0.9280, 1.1222], [-2.6797, 0.6528, 1.7599], [-2.9034, 1.6656, 2.6416], [-1.8549, 2.5387, 2.5318], [-1.6905, 3.7660, 3.3162], [0.3023, 2.4692, -0.7177], [-0.0707, 1.3026, -1.2481], [-0.0806, 1.4232, -2.6081], [0.2938, 2.6982, -2.9062], [0.5281, 3.3368, -1.7196], [0.9559, 4.7334, -1.5849], [4.3887, 2.0834, 3.0402], [3.5559, 3.2599, 2.0160], [2.8173, 2.7173, 3.5469], [4.2088, -0.2432, 2.3547], [2.4021, -1.7431, 0.9238], [-3.2541, -0.2365, 1.5668], [-3.7122, 1.8292, 3.3324], [-2.5681, 3.8863, 3.9435], [-0.8107, 3.6882, 3.9503], [-1.6056, 4.6247, 2.6549], [-0.3425, 0.6110, -3.2619], [0.4108, 3.1931, -3.8546], [1.0710, 5.1480, -2.5814], [0.2044, 5.3045, -1.0456], [1.9105, 4.7841, -1.0674], [1.7277, -3.3498, -0.5407], [1.2559, -2.9130, -1.8090], [2.1390, -2.4464, -2.8176], [0.0941, -1.6471, -1.5346], [-1.1056, -2.0471, -1.8626], [-2.3072, -0.9212, -1.3570], [-1.2366, -3.3751, -2.4313], [-2.3645, -4.0405, -2.8812], [-2.1987, -5.3290, -3.3724], [-0.9420, -5.9242, -3.4135], [0.1981, -5.2573, -2.9626], [0.0146, -3.9870, -2.4730], [-3.3418, -3.5760, -2.8517], [-3.0583, -5.8793, -3.7286], [-0.8447, -6.9305, -3.7977], [1.1710, -5.7286, -2.9878], [0.6009, -2.8340, 2.4508], [-0.5704, -2.0510, 2.5259], [-1.6723, -2.7094, 3.1004], [-0.3285, -0.7585, 3.0784], [-1.0569, -1.8192, 1.0400]],
  "atomic_forces_ev_per_a": [[0.1675, -0.2585, 0.1408], [0.0019, -0.0016, -0.0010], [0.0269, 0.0018, -0.0005], [0.0061, 0.0094, 0.0151], [-0.0606, -0.0389, 0.0112], [0.0068, 0.0880, 0.0893], [-0.0491, -0.0363, -0.0488], [0.0091, -0.0209, 0.0528], [-0.0159, -0.0125, -0.0292], [0.0758, 0.0378, 0.0611], [0.0114, 0.0075, -0.0242], [-0.0084, 0.0168, 0.0091], [-0.0121, 0.0106, 0.0105], [0.0014, -0.0015, 0.0015], [0.0178, 0.0352, -0.0554], [0.0164, 0.0472, -0.1179], [0.0023, -0.0156, -0.0029], [-0.0079, -0.0204, -0.0179], [0.0044, -0.0060, 0.0054], [-0.0015, -0.0047, 0.0050], [0.0029, 0.0016, -0.0040], [-0.0021, 0.0009, 0.0008], [0.0018, -0.0023, 0.0016], [0.0018, 0.0014, -0.0018], [-0.0225, -0.0414, -0.0068], [0.0084, -0.0138, 0.0105], [-0.0003, 0.0003, -0.0005], [-0.0023, 0.0021, -0.0035], [-0.0010, 0.0001, 0.0018], [0.0025, -0.0008, 0.0012], [0.0018, 0.0078, -0.0055], [-0.0027, -0.0010, -0.0008], [-0.0006, 0.0006, 0.0002], [0.0002, 0.0004, -0.0004], [0.0006, 0.0003, -0.0007], [-0.0106, 0.0326, 0.0602], [0.0305, 0.0146, -0.0362], [0.0201, 0.0203, 0.0102], [-0.1081, 0.1029, 0.1669], [-0.3954, -0.0358, 0.0178], [-0.0212, -0.0644, -0.0910], [0.2140, 0.0065, -0.1407], [-0.0051, 0.0117, -0.0150], [-0.0084, 0.0020, -0.0064], [0.0109, -0.0013, 0.0014], [-0.0160, -0.0193, -0.0112], [-0.0085, 0.0381, 0.0677], [0.0000, -0.0017, 0.0046], [-0.0006, -0.0001, 0.0008], [0.0012, 0.0000, 0.0004], [0.0030, 0.0057, -0.0014], [0.0163, 0.0197, -0.0685], [0.0488, 0.0205, 0.0670], [-0.0216, -0.0069, 0.0167], [0.0020, -0.0038, -0.0182], [0.0683, 0.0652, -0.1211]],
  "homo_ev": -15.120,
  "e_above_lowest_kj_mol": 4.7,
  "orbital_gap_ev": 7.263,
  "total_energy_ha": -3295.15369,
  "total_charge": 2,
  "lumo_energy_ev": -7.86
}

---

{
  "formula": "C20H17Br2CaN2O7S2",
  "method": "ωB97M-V with the def2-TZVPD basis set",
  "species": ["Ca", "O", "C", "O", "C", "C", "C", "C", "C", "N", "C", "O", "O", "H", "H", "H", "H", "C", "C", "C", "C", "C", "C", "Br", "C", "C", "Br", "C", "O", "C", "N", "H", "H", "H", "H", "H", "H", "C", "O", "H", "H", "H", "H", "C", "O", "C", "S", "S", "H", "H", "H"],
  "coordinates": [[0.1610, -1.0013, -0.6338], [3.3831, 1.9470, -0.4296], [2.5057, 1.0109, -0.6732], [1.9120, 0.3524, 0.1677], [2.2856, 0.7495, -2.1697], [2.9104, 1.4140, -3.1963], [2.4788, 1.1370, -4.4933], [1.4386, 0.2430, -4.7236], [0.8792, -0.3955, -3.6358], [1.3230, -0.1366, -2.4015], [-0.3540, -1.3233, -3.7304], [-0.8910, -1.4248, -4.8195], [-0.6904, -1.8564, -2.5952], [3.0532, 2.4527, 0.3726], [3.6741, 2.1479, -2.9826], [2.9375, 1.6530, -5.3293], [1.0455, 0.0371, -5.7105], [-1.2582, 1.1064, 2.0294], [-0.9199, -0.2761, 2.5361], [-1.1249, -0.6046, 3.8959], [-0.7945, -1.8376, 4.3537], [-0.2213, -2.7995, 3.4878], [0.1670, -4.1051, 3.8894], [-0.0930, -4.6915, 5.6827], [0.7353, -4.9535, 3.0007], [0.9581, -4.5564, 1.6647], [1.7743, -5.7960, 0.4939], [0.6202, -3.3029, 1.1730], [0.8506, -2.9107, -0.0464], [-0.0221, -2.4096, 2.1541], [-0.4039, -1.1508, 1.7017], [-2.2098, 1.4445, 2.4453], [-1.3250, 1.1449, 0.9447], [-0.4835, 1.8198, 2.3306], [-1.5501, 0.1401, 4.5598], [-0.9555, -2.0993, 5.3906], [1.0327, -5.9440, 3.3136], [-2.9430, 0.4341, -1.6464], [-2.3564, -0.6465, -0.9031], [-3.6772, 0.0660, -2.3603], [-2.1871, 1.0130, -2.1774], [-3.4358, 1.0887, -0.9342], [-2.0321, -1.2810, -1.5843], [-1.7797, 4.7191, 0.0728], [-0.6147, 4.5623, 0.8957], [0.4188, 3.8045, 0.4473], [1.6989, 3.6936, 1.5685], [0.3060, 3.0256, -1.0545], [-2.3768, 5.4705, 0.5830], [-2.3273, 3.7813, 0.0046], [-1.5219, 5.0438, -0.9288]],
  "atomic_forces_ev_per_a": [[-0.8754, 0.4464, 0.3701], [-0.0652, 0.2263, 0.1174], [-0.0847, -0.5176, -0.8057], [0.3730, 0.4408, -0.2951], [-0.2840, -0.2677, 0.6184], [0.1443, 0.1560, -0.4144], [0.0282, 0.0576, -0.0141], [0.2926, 0.1552, -0.1838], [-0.0651, 0.0800, 0.6756], [0.2285, 0.1397, -0.7395], [0.0756, -0.2293, 0.9490], [-0.0633, -0.1018, -0.0514], [0.1066, 0.5840, -1.2887], [-0.0024, 0.1282, 0.2333], [-0.0105, -0.0096, -0.0487], [-0.0078, -0.0212, 0.0396], [0.0428, 0.0371, 0.0349], [0.0472, -0.1881, 0.1881], [0.0624, 0.0432, -0.3107], [-0.1205, 0.2602, 0.0193], [0.0449, -0.1782, 0.0936], [-0.0743, 0.0261, 0.2034], [-0.1557, 0.3428, 0.1147], [-0.0076, 0.0320, -0.0177], [0.2068, -0.1638, -0.5208], [-0.0517, -0.1785, 0.4051], [0.0196, 0.0011, -0.0267], [-0.0271, 0.6690, -0.5340], [-0.0346, -1.1103, 1.5359], [0.0088, 0.4305, -0.5740], [0.2858, -0.8824, 0.6818], [0.0364, -0.0102, 0.0135], [0.0134, -0.1071, -0.0618], [-0.0229, -0.0727, 0.0134], [0.0330, -0.0521, -0.0450], [-0.0062, -0.0002, 0.0164], [0.0163, -0.0335, -0.0500], [0.1966, -0.1872, 0.2871], [0.0767, 0.0762, -0.4452], [-0.0668, -0.0751, -0.0423], [0.0872, 0.0493, -0.0559], [-0.0437, 0.0584, 0.0862], [-0.3328, 0.0395, -0.0604], [0.2365, -0.0521, 0.3516], [0.1207, -0.0711, -0.3153], [-0.0927, -0.2433, 0.1727], [-0.2338, 0.0238, -0.4498], [-0.0876, 0.2608, 0.2426], [-0.0335, 0.0180, 0.0242], [-0.0225, -0.0852, -0.0244], [0.0889, 0.0562, -0.1130]],
  "homo_ev": -5.163,
  "e_above_lowest_kj_mol": 50.1,
  "orbital_gap_ev": 7.423,
  "total_energy_ha": -8030.86706,
  "total_charge": -1,
  "lumo_energy_ev": 2.26
}

---

{
  "formula": "C49H37BO8P",
  "method": "ωB97M-V with the def2-TZVPD basis set",
  "species": ["C", "C", "B", "C", "C", "C", "O", "O", "P", "C", "C", "H", "H", "H", "H", "H", "H", "H", "H", "H", "H", "H", "H", "H", "C", "C", "C", "C", "C", "C", "C", "O", "C", "C", "C", "C", "C", "C", "C", "O", "H", "H", "H", "H", "H", "H", "H", "H", "C", "C", "C", "C", "C", "C", "C", "O", "C", "C", "C", "C", "C", "C", "C", "O", "H", "H", "H", "H", "H", "H", "H", "H", "C", "C", "C", "C", "C", "C", "C", "O", "C", "C", "C", "C", "C", "C", "C", "O", "H", "H", "H", "H", "H", "H", "H", "H"],
  "coordinates": [[0.6523, 0.4518, 4.2088], [1.6021, 1.1881, 4.4606], [2.7186, 2.3171, 4.8904], [2.3624, 2.7598, 6.4282], [3.5917, 3.2901, 7.2812], [4.8960, 2.4504, 7.1254], [5.8453, 2.9533, 6.5536], [5.0548, 1.1368, 7.5887], [2.4644, 3.7607, 3.5953], [2.9299, 3.0084, 1.8992], [3.6913, 5.1669, 3.9201], [0.1223, -0.4189, 3.7586], [3.7817, 1.7793, 4.7497], [1.8125, 1.9329, 6.9740], [1.6212, 3.6226, 6.3809], [3.8092, 4.3887, 7.1419], [3.2834, 3.1986, 8.3744], [5.0643, 0.5271, 6.8225], [3.8166, 3.5406, 1.4318], [2.0500, 3.0418, 1.1872], [3.1904, 1.9149, 2.0439], [4.2747, 4.8894, 4.8494], [4.3580, 5.3346, 3.0293], [3.0887, 6.0839, 4.1623], [-0.2019, -7.6345, -0.8157], [-0.3481, -7.7374, 0.5653], [0.0917, -6.7114, 1.3892], [0.6908, -5.5824, 0.8364], [0.8590, -5.4904, -0.5454], [0.4005, -6.5145, -1.3704], [1.5401, -4.3153, -1.1461], [1.6826, -4.2347, -2.3523], [2.0490, -3.2493, -0.2511], [2.7393, -2.1682, -0.7931], [3.2074, -1.1565, 0.0357], [2.9803, -1.2164, 1.4080], [2.2985, -2.2948, 1.9535], [1.8390, -3.3185, 1.1293], [1.1415, -4.4824, 1.7265], [0.9448, -4.5407, 2.9256], [-0.5542, -8.4328, -1.4593], [-0.8078, -8.6187, 0.9984], [-0.0287, -6.7933, 2.4634], [0.5170, -6.4412, -2.4454], [2.9160, -2.1141, -1.8612], [3.7483, -0.3177, -0.3877], [3.3388, -0.4225, 2.0539], [2.1294, -2.3363, 3.0236], [-5.2016, 4.2770, -0.5146], [-6.3448, 3.5305, -0.2424], [-6.2326, 2.2030, 0.1456], [-4.9764, 1.6124, 0.2515], [-3.8323, 2.3538, -0.0447], [-3.9481, 3.6907, -0.4169], [-2.4898, 1.7241, 0.0161], [-1.4906, 2.3709, -0.2393], [-2.3869, 0.2934, 0.3829], [-1.1403, -0.3244, 0.3874], [-1.0295, -1.6610, 0.7417], [-2.1631, -2.3844, 1.1026], [-3.4099, -1.7741, 1.0943], [-3.5268, -0.4368, 0.7252], [-4.8664, 0.1964, 0.6847], [-5.8613, -0.4331, 0.9949], [-5.2900, 5.3168, -0.8087], [-7.3246, 3.9864, -0.3311], [-7.1250, 1.6272, 0.3615], [-3.0613, 4.2744, -0.6348], [-0.2530, 0.2342, 0.1110], [-0.0569, -2.1396, 0.7388], [-2.0738, -3.4276, 1.3866], [-4.2903, -2.3423, 1.3712], [0.0506, 3.8632, -3.8911], [-0.6801, 3.2513, -2.8751], [-1.1989, 1.9769, -3.0655], [-0.9992, 1.3168, -4.2742], [-0.2871, 1.9410, -5.3008], [0.2464, 3.2110, -5.1011], [-0.1086, 1.2693, -6.6108], [0.5149, 1.8099, -7.5060], [-0.7113, -0.0720, -6.8156], [-0.6021, -0.6925, -8.0577], [-1.1505, -1.9518, -8.2554], [-1.8025, -2.6012, -7.2103], [-1.9185, -1.9846, -5.9729], [-1.3820, -0.7150, -5.7749], [-1.5430, -0.0504, -4.4574], [-2.1166, -0.6163, -3.5458], [0.4635, 4.8541, -3.7395], [-0.8419, 3.7660, -1.9365], [-1.7597, 1.5028, -2.2756], [0.8114, 3.6948, -5.8895], [-0.0928, -0.1929, -8.8737], [-1.0686, -2.4307, -9.2247], [-2.2243, -3.5881, -7.3637], [-2.4309, -2.4918, -5.1637]],
  "atomic_forces_ev_per_a": [[0.6940, -1.0651, -0.8884], [-0.5486, 0.3077, -0.0340], [-0.9978, -1.1083, -0.0725], [-0.2043, 0.7850, 0.4295], [-0.6810, -0.9730, 1.8700], [1.1122, 1.3601, -1.6428], [-0.8303, -0.4952, 0.6726], [-1.3288, 0.3895, -0.1927], [-0.8462, 0.5264, -0.8296], [0.3468, -0.3344, -0.2004], [0.2338, -0.3343, 0.5261], [0.4081, 1.3856, 0.8530], [0.6481, -0.1660, 0.1308], [0.8571, 0.8321, -0.4881], [0.7307, -0.9149, 0.1831], [0.1020, -1.4117, -0.2781], [0.3919, 0.1222, -1.0547], [0.0709, 0.6738, 0.3670], [-0.9792, -0.6166, 0.4626], [1.0066, 0.0989, 0.8069], [-0.1485, 1.1731, -0.1694], [-0.2354, 0.4430, -1.1680], [-0.4977, -0.0229, 1.0092], [0.7067, -0.7514, -0.4297], [0.0526, 0.1003, 0.0357], [0.0479, 0.1175, -0.0165], [-0.1173, -0.2187, -0.0075], [-0.0633, -0.1824, -0.1873], [-0.1260, -0.1873, 0.1085], [-0.0924, -0.2116, -0.0231], [0.1406, 0.2201, -0.6599], [-0.0419, -0.0924, 0.1354], [0.1304, 0.0357, 0.1103], [0.0669, 0.1967, 0.0077], [-0.1064, -0.1364, 0.0066], [0.0210, 0.0170, -0.0036], [0.1269, 0.0653, 0.1214], [0.3460, 0.0126, -0.1063], [0.0008, 0.0935, 0.7208], [-0.0335, -0.0593, -0.1834], [0.0235, 0.0553, 0.0352], [0.0216, 0.0637, -0.0212], [0.0699, 0.1748, -0.0729], [0.0783, 0.1452, 0.1116], [-0.1209, -0.1378, 0.0694], [-0.0561, -0.0369, 0.0413], [-0.1092, -0.0478, 0.0048], [-0.0600, -0.0656, -0.1022], [0.0361, -0.0932, 0.0091], [0.1043, -0.0868, 0.0260], [-0.1380, 0.1849, -0.0457], [0.0006, 0.2224, -0.0938], [-0.2150, 0.1017, -0.0151], [-0.1240, 0.1486, -0.0761], [0.6079, 0.2979, 0.1896], [-0.3109, -0.0387, 0.3083], [-0.0064, -0.2260, 0.0161], [0.1614, -0.1031, -0.0163], [-0.1336, 0.0453, -0.0307], [-0.0377, 0.1512, -0.0479], [0.1069, -0.1773, 0.0212], [0.1541, -0.0599, 0.0019], [-0.4785, -0.4731, 0.1978], [0.0865, 0.1302, -0.0666], [0.0169, -0.0659, 0.0229], [0.0605, -0.0299, 0.0186], [0.1775, -0.0824, 0.0378], [0.0154, -0.1724, 0.0610], [-0.1416, 0.0836, 0.0608], [-0.2769, 0.2169, -0.0087], [-0.0046, 0.0617, -0.0010], [-0.0182, 0.1836, -0.0568], [-0.0764, -0.1781, -0.0716], [0.0390, 0.0230, -0.2018], [0.0603, 0.1795, -0.1232], [0.0821, 0.2343, -0.0240], [-0.0179, 0.0279, 0.1190], [0.0347, 0.1944, 0.1112], [0.3786, 0.4117, -0.3888], [-0.0950, -0.1136, 0.0570], [-0.1232, -0.2226, -0.0362], [-0.0425, -0.1839, -0.1510], [0.0191, 0.0864, 0.0998], [0.0312, 0.1133, 0.0460], [-0.0585, -0.1809, -0.1383], [0.0372, -0.1103, -0.2302], [-0.3175, -0.2362, 0.6467], [0.0436, 0.0416, -0.1727], [-0.0173, -0.0692, -0.0052], [0.0360, -0.1347, -0.0371], [0.0977, -0.1250, -0.2666], [-0.0800, -0.1693, -0.0342], [0.0055, 0.0841, 0.1828], [0.0064, 0.0353, 0.0620], [0.0287, 0.0631, 0.0199], [0.0752, 0.1849, 0.0371]],
  "homo_ev": -3.619,
  "orbital_gap_ev": 4.124,
  "total_energy_ha": -2857.61643,
  "total_charge": -1,
  "lumo_energy_ev": 0.51
}

---

{
  "formula": "C5H13BBrClO3P",
  "method": "ωB97M-V with the def2-TZVPD basis set",
  "species": ["C", "O", "C", "C", "C", "C", "P", "Cl", "Br", "B", "O", "O", "H", "H", "H", "H", "H", "H", "H", "H", "H", "H", "H", "H", "H"],
  "coordinates": [[4.1106, 0.7938, 0.5244], [3.3702, -0.2805, -0.0294], [2.0242, 0.0274, -0.2757], [1.2005, -1.2544, -0.1604], [-0.2690, -0.9845, 0.1998], [-1.1208, -0.7539, -1.0734], [-2.3708, 0.5141, -0.8477], [-1.4415, 2.2503, -1.0177], [-3.8441, 0.3301, -2.3984], [-3.3354, 0.6448, 0.9047], [-4.5862, 1.1151, 0.8603], [-2.6501, 0.4237, 2.0385], [3.8853, 0.9077, 1.5898], [5.1649, 0.5519, 0.4107], [3.9101, 1.7317, -0.0034], [1.9235, 0.4646, -1.2820], [1.6631, 0.7843, 0.4368], [1.2262, -1.7960, -1.1092], [1.6573, -1.8825, 0.6037], [-0.3008, -0.0836, 0.8216], [-0.6892, -1.8090, 0.7773], [-0.4735, -0.3615, -1.8657], [-1.5829, -1.6601, -1.4694], [-5.1507, 0.7921, 0.1455], [-2.3210, -0.4655, 2.2193]],
  "atomic_forces_ev_per_a": [[0.0759, -0.0117, -0.0977], [0.0074, -0.1013, -0.0299], [-0.0091, 0.0701, -0.0677], [-0.2540, 0.0277, -0.0312], [0.0476, 0.2592, -0.1684], [0.3968, 0.0460, -0.1287], [-0.0927, -0.4079, 0.0878], [0.0415, 0.1734, 0.0022], [0.0012, 0.0466, -0.1530], [-0.2449, -0.0168, 0.3362], [0.0292, -0.4822, 0.0415], [-0.1582, -0.1272, -0.1141], [-0.0481, 0.0851, -0.0493], [-0.0310, -0.0162, 0.0206], [0.0102, -0.0070, 0.0360], [-0.0232, 0.0693, 0.0670], [0.0155, -0.1238, 0.0891], [0.1926, -0.1775, 0.1326], [0.0147, 0.0329, -0.0135], [-0.0230, -0.1126, 0.1268], [-0.0267, 0.0077, -0.0385], [-0.1260, -0.0056, -0.0692], [-0.0796, 0.0079, 0.1395], [0.0159, 0.5129, -0.1445], [0.2678, 0.2509, 0.0265]],
  "homo_ev": -12.525,
  "orbital_gap_ev": 8.091,
  "total_energy_ha": -3824.30397,
  "total_charge": 1,
  "lumo_energy_ev": -4.43
}